57
Properties=species:S:1:pos:R:3:forces:R:3 method="wB97M-V/def2-TZVPD" total_charge=0 lumo_energy_ha=-0.067 homo_lumo_gap_ev=7.5 fmax_ev_per_a=1.73
C 0.3403 -0.6640 -0.4323 -0.21 -0.23 -0.38
C -1.1302 -0.8598 -0.3723 0.09 -0.03 0.17
Cl -1.9552 -0.5952 -1.8809 -0.07 -0.01 0.06
C -1.8204 -1.2127 0.7107 0.09 0.27 -0.52
Cl -0.9557 -1.5189 2.1748 -0.20 -0.07 0.21
C -3.2850 -1.3499 0.6821 -0.21 -0.02 0.32
C -4.1169 -0.3067 0.6004 0.22 -0.01 0.03
C -3.6908 1.1251 0.5716 -0.44 -0.17 0.41
C -2.9083 1.6057 1.7675 1.35 1.08 -0.08
O -2.0523 2.4417 1.7477 -1.20 -1.22 0.12
Br -3.4670 0.8024 3.4863 0.00 0.24 -0.29
C -5.5790 -0.5456 0.5114 -0.64 -0.02 0.00
O -6.3861 0.3525 0.6348 0.24 0.04 -0.09
C -6.0541 -1.9234 0.2590 0.12 -0.13 -0.07
C -5.2386 -2.9585 0.3872 0.16 0.23 0.02
C -3.8253 -2.7338 0.7436 0.45 -0.53 0.12
O -3.0955 -3.6577 1.0522 -0.24 0.03 -0.11
H 0.8604 -1.3495 0.2198 0.11 -0.06 0.26
H 0.5879 0.3587 -0.1841 0.12 0.26 0.21
H 0.6603 -0.8339 -1.4463 0.24 -0.05 -0.25
H -3.1710 1.3537 -0.3485 0.43 0.13 -0.11
H -4.6061 1.7150 0.5710 -0.14 0.20 0.06
H -7.0833 -2.0443 -0.0230 -0.34 0.10 0.05
H -5.5480 -3.9765 0.2351 -0.06 -0.26 0.03
O 0.5812 1.4871 -2.7765 -0.11 -0.19 0.16
S 1.9777 1.6143 -2.5624 0.38 0.69 -0.25
O 2.7458 0.5766 -1.9768 -0.10 -0.25 -0.05
O 2.2401 2.9739 -1.7645 -0.23 -0.10 -0.28
C 3.1304 3.8224 -2.5083 0.31 -0.06 -0.16
C 2.8739 3.4628 -3.9549 -0.36 0.31 -0.07
O 2.6779 2.0396 -3.9375 0.19 -0.06 0.27
H 4.1508 3.5872 -2.2163 0.01 -0.03 0.01
H 2.9216 4.8644 -2.2949 -0.15 -0.05 0.17
H 3.7057 3.7204 -4.6035 0.06 -0.23 -0.02
H 1.9607 3.9305 -4.3290 0.02 0.02 0.01
O -5.1339 -9.0661 3.3247 -0.09 -0.12 0.13
S -3.7390 -8.8414 3.4399 0.13 0.40 -0.16
O -2.8669 -9.8250 3.9670 -0.04 -0.19 -0.02
O -3.5181 -7.4599 4.2234 -0.19 -0.07 -0.23
C -2.7420 -6.5541 3.4251 0.41 0.03 -0.03
C -3.0701 -6.9320 1.9986 -0.34 0.30 -0.11
O -3.1643 -8.3644 2.0220 0.21 -0.04 0.31
H -1.6856 -6.7142 3.6488 0.00 0.01 -0.02
H -3.0101 -5.5270 3.6549 -0.16 -0.06 0.11
H -2.3056 -6.6154 1.2964 0.04 -0.20 -0.05
H -4.0359 -6.5274 1.6912 0.03 0.05 0.00
O 5.4285 6.0758 -2.7653 -0.29 0.01 0.00
S 5.8183 5.8040 -1.4271 0.67 0.22 0.26
O 4.9118 5.2665 -0.4815 -0.20 -0.12 -0.08
O 6.4933 7.1174 -0.8142 0.04 -0.12 -0.36
C 7.8261 6.8283 -0.3670 0.14 -0.17 0.36
C 8.2940 5.7086 -1.2727 0.18 0.26 -0.31
O 7.1297 4.8875 -1.4461 -0.16 0.09 0.27
H 7.7782 6.5080 0.6752 0.01 -0.01 -0.01
H 8.4457 7.7168 -0.4465 -0.17 0.11 -0.10
H 9.1008 5.1257 -0.8389 -0.15 -0.19 0.03
H 8.5994 6.0847 -2.2511 0.02 0.02 0.02